[1]
C41H64GaN3O3Si4 | ωB97M-V/def2-TZVPD

Geometry as ORCA input:
```
! wB97M-V def2-TZVPD RIJCOSX def2/J DEFGRID3
* xyz 0 1
Ga 0.50 0.05 -0.54
C 4.79 -0.36 -3.08
Si 3.24 -0.94 -2.17
C 2.01 -1.36 -3.54
C 3.82 -2.54 -1.35
C 2.56 0.39 -1.03
Si 3.50 0.53 0.60
C 5.36 0.48 0.37
C 3.14 2.16 1.49
C 3.08 -0.84 1.81
Si 2.62 2.02 -1.91
C 4.23 2.98 -1.97
C 1.93 2.02 -3.66
C 1.36 3.05 -0.95
C 1.37 4.43 -0.83
C 0.31 5.07 -0.20
C -0.74 4.31 0.27
C -0.68 2.94 0.11
N 0.35 2.32 -0.46
H 5.15 -1.17 -3.72
H 5.60 -0.10 -2.40
H 4.61 0.50 -3.73
H 2.04 -2.42 -3.80
H 2.23 -0.79 -4.44
H 0.98 -1.13 -3.25
H 4.30 -3.13 -2.14
H 3.03 -3.16 -0.92
H 4.56 -2.36 -0.58
H 5.72 1.35 -0.19
H 5.69 -0.41 -0.15
H 5.85 0.49 1.35
H 3.50 3.01 0.92
H 3.65 2.17 2.45
H 2.07 2.31 1.67
H 3.28 -1.82 1.38
H 2.04 -0.83 2.11
H 3.68 -0.74 2.72
H 5.02 2.36 -2.39
H 4.57 3.32 -0.99
H 4.13 3.86 -2.61
H 2.59 1.54 -4.38
H 1.78 3.06 -3.98
H 0.96 1.52 -3.70
H 2.20 5.00 -1.24
H 0.31 6.15 -0.09
H -1.60 4.76 0.75
H -1.47 2.29 0.45
C -3.54 2.13 -2.59
C -4.07 1.18 -1.51
C -4.31 1.96 -0.21
C -5.42 0.63 -1.97
Si -2.81 -0.23 -1.28
O -1.34 0.32 -0.88
C -2.64 -1.09 -2.96
C -1.53 -0.75 -3.73
C -1.32 -1.30 -4.99
C -2.23 -2.21 -5.51
C -3.34 -2.55 -4.76
C -3.54 -2.00 -3.51
C -3.48 -1.37 0.08
C -4.62 -2.17 -0.05
C -5.07 -2.97 0.99
C -4.39 -2.98 2.20
C -3.26 -2.19 2.36
C -2.82 -1.40 1.30
H -4.24 2.96 -2.74
H -3.42 1.62 -3.55
H -2.57 2.56 -2.32
H -5.12 2.68 -0.36
H -3.44 2.53 0.10
H -4.60 1.30 0.61
H -6.11 1.46 -2.13
H -5.87 -0.03 -1.23
H -5.34 0.08 -2.91
H -0.81 -0.04 -3.35
H -0.44 -1.01 -5.57
H -2.07 -2.64 -6.49
H -4.06 -3.26 -5.16
H -4.43 -2.29 -2.96
H -5.18 -2.18 -0.97
H -5.95 -3.59 0.86
H -4.73 -3.60 3.02
H -2.71 -2.19 3.29
H -1.91 -0.82 1.42
C -0.55 -4.05 0.73
C -0.46 -2.96 -0.34
C -0.02 -3.58 -1.65
C 0.47 -1.84 0.15
H -1.20 -4.87 0.40
H -0.96 -3.66 1.67
H 0.44 -4.46 0.94
H -1.47 -2.56 -0.48
H 0.97 -4.03 -1.55
H 0.02 -2.86 -2.46
H -0.71 -4.37 -1.95
H 1.50 -2.17 0.06
H 0.30 -1.71 1.23
O 2.62 1.45 8.47
C 1.69 0.40 8.41
N 0.72 0.56 7.36
C 1.12 0.37 6.07
O 2.25 0.01 5.80
C 0.11 0.65 5.00
C -1.26 0.60 5.20
C -2.09 0.89 4.13
C -1.52 1.21 2.91
N -0.20 1.25 2.70
C 0.59 0.99 3.74
H 3.21 1.34 7.70
H 1.16 0.39 9.37
H 2.19 -0.56 8.26
H -0.08 1.14 7.52
H -1.68 0.30 6.15
H -3.17 0.84 4.23
H -2.15 1.41 2.06
H 1.66 1.03 3.58
*
```

For the molecular weight, the calculation gives 829.05 Da. Its frontier orbital gap is 8.1456 eV. The HOMO energy comes out at -8.08 eV. The relative energy (zero: lowest compared OMol25 entry of this formula, charge and spin) is 1.3055 eV. The value obtained for the largest force on an atom is 0.5 eV/A.

[2]
C41H65AsBF4N3O4SSeTl | ωB97M-V/def2-TZVPD

Geometry as ORCA input:
```
! wB97M-V def2-TZVPD RIJCOSX def2/J DEFGRID3
* xyz -1 1
Tl -0.26 0.48 0.65
C -2.64 -5.71 -2.90
C -1.35 -6.00 -2.11
C -1.48 -7.38 -1.47
C -0.15 -6.04 -3.07
C -1.14 -4.88 -1.10
C -1.09 -3.58 -1.53
C -0.95 -2.51 -0.63
N -0.94 -1.22 -0.97
C -0.91 -0.61 -2.14
C -0.33 -1.09 -3.33
C -0.33 -0.34 -4.48
C -1.01 0.90 -4.46
C -1.57 1.46 -3.34
C -1.46 0.75 -2.10
O -1.85 1.22 -1.00
C -2.21 2.84 -3.35
C -1.35 3.79 -2.51
C -2.34 3.42 -4.77
C -3.63 2.74 -2.77
C 0.41 -0.83 -5.71
C -0.14 -2.20 -6.13
C 0.28 0.12 -6.90
C 1.90 -0.95 -5.34
C -0.97 -2.77 0.81
O -1.06 -1.82 1.63
C -0.92 -4.16 1.23
C -1.01 -5.14 0.28
C -0.86 -4.47 2.72
C -2.19 -4.04 3.35
C -0.66 -5.96 3.01
C 0.31 -3.71 3.36
H -2.82 -6.50 -3.63
H -2.58 -4.77 -3.43
H -3.49 -5.67 -2.23
H -1.67 -8.12 -2.25
H -2.32 -7.41 -0.77
H -0.57 -7.65 -0.95
H -0.26 -6.86 -3.78
H 0.77 -6.19 -2.50
H -0.05 -5.11 -3.62
H -1.20 -3.34 -2.58
H 0.23 -2.01 -3.29
H -1.03 1.47 -5.37
H -0.33 3.79 -2.88
H -1.33 3.46 -1.48
H -1.74 4.80 -2.55
H -1.36 3.60 -5.20
H -2.86 4.37 -4.72
H -2.91 2.75 -5.41
H -3.60 2.34 -1.76
H -4.25 2.10 -3.39
H -4.09 3.73 -2.73
H -1.19 -2.13 -6.39
H -0.04 -2.93 -5.32
H 0.41 -2.58 -6.99
H -0.76 0.25 -7.19
H 0.82 -0.28 -7.76
H 0.71 1.09 -6.66
H 2.06 -1.76 -4.63
H 2.25 -0.03 -4.88
H 2.50 -1.16 -6.22
H -1.01 -6.16 0.60
H -3.02 -4.59 2.91
H -2.36 -2.98 3.18
H -2.17 -4.22 4.43
H -1.51 -6.56 2.69
H -0.55 -6.10 4.08
H 0.24 -6.34 2.53
H 0.20 -2.64 3.20
H 1.25 -4.02 2.92
H 0.34 -3.91 4.43
O -2.22 0.56 2.42
H -1.70 0.94 3.15
H -2.07 -0.40 2.43
Se 1.51 -0.02 2.14
F 2.91 2.65 -1.16
B 2.23 1.84 -2.05
F 3.07 0.91 -2.62
F 1.63 2.60 -3.04
F 1.22 1.15 -1.32
C 5.17 5.78 1.51
C 4.19 6.05 2.65
N 2.97 5.28 2.53
C 2.86 4.08 3.33
C 3.78 2.95 2.85
C 2.00 5.76 1.71
O 2.10 6.85 1.17
C 0.75 4.95 1.56
C -0.47 5.59 1.74
C -1.64 4.88 1.58
C -1.56 3.53 1.26
N -0.40 2.93 1.05
C 0.73 3.61 1.16
H 6.06 6.39 1.63
H 4.70 6.03 0.56
H 5.45 4.73 1.48
H 3.92 7.11 2.63
H 4.65 5.81 3.61
H 1.82 3.74 3.33
H 3.11 4.34 4.36
H 3.72 2.84 1.77
H 3.45 2.01 3.29
H 4.82 3.13 3.13
H -0.48 6.64 2.00
H -2.61 5.34 1.71
H -2.44 2.91 1.16
H 1.63 3.07 0.91
C 1.77 -0.14 5.50
As 0.29 1.07 5.85
C -1.13 -0.14 6.41
C 0.88 1.95 7.51
S -0.45 2.51 4.56
H 2.04 -0.62 6.44
H 2.61 0.40 5.08
H 1.47 -0.89 4.77
H -0.77 -0.79 7.21
H -1.41 -0.75 5.55
H -2.00 0.43 6.74
H 1.04 1.23 8.31
H 0.14 2.69 7.82
H 1.82 2.47 7.30
*
```

For the molecular weight, the calculation gives 1141.12 Da. Its frontier orbital gap (alpha / beta) is 4.9958 / 4.9896 eV. The HOMO energy (alpha / beta) comes out at -4.49 / -4.48 eV. The relative energy (zero: lowest compared OMol25 entry of this formula, charge and spin) is 0.9202 eV. The value obtained for the largest force on an atom is 1.3 eV/A.

> Among the records above, which one has the lowest molecular weight?

C41H64GaN3O3Si4

> Look up the relative energy (zero: lowest compared OMol25 entry of this formula, charge and spin) of the first one.

1.3055 eV

> The highest largest force on an atom belongs to which entry?

C41H65AsBF4N3O4SSeTl

> Among the records above, which one has the highest relative energy (zero: lowest compared OMol25 entry of this formula, charge and spin)?

C41H64GaN3O3Si4